(1)
The following is a quantum chemistry calculation of a structure of composition C56H35Cl4F5N6OTeV at a distorted geometry, from OMol25.

Output
HOMO level (alpha / beta), eV: -1.95 / -2.52
Spin multiplicity: 2
DFT total energy, Ha: -6111.06978
⟨S²⟩: 0.92
Kohn-Sham gap (alpha / beta), eV: 5.19 / 5.21
Total charge: -2

Each line ends with the Mulliken spin population.
Atoms and positions in Å:
V 0.15 -0.40 0.06  -0.014
Cl 5.39 -4.77 6.46  0.000
C 4.31 -3.91 5.38  0.002
C 3.01 -3.66 5.79  0.000
C 2.16 -2.98 4.93  0.037
C 2.59 -2.56 3.68  0.042
C 3.90 -2.84 3.28  0.034
C 4.76 -3.52 4.13  -0.001
C 1.68 -1.83 2.74  0.108
C 1.91 -0.43 2.63  -0.101
C 2.93 0.22 3.39  0.100
C 2.83 1.55 3.11  -0.101
C 1.73 1.72 2.21  0.115
C 1.23 3.02 1.96  0.009
C 1.98 4.18 2.54  0.003
C 1.53 4.78 3.71  -0.003
C 2.21 5.87 4.26  0.002
C 3.33 6.35 3.61  0.000
Cl 4.19 7.71 4.29  0.000
C 3.79 5.77 2.44  0.002
C 3.11 4.68 1.91  0.003
C 0.06 3.33 1.29  0.058
N -0.60 2.31 0.69  0.003
C -1.63 2.80 0.06  0.080
C -2.40 1.79 -0.80  -0.003
C -3.53 2.53 -1.50  0.026
C -4.60 2.98 -0.72  -0.002
C -5.61 3.76 -1.25  0.005
C -5.56 4.12 -2.59  0.000
Cl -6.82 5.13 -3.27  0.000
C -4.51 3.71 -3.38  0.002
C -3.50 2.92 -2.83  -0.010
C -1.66 -0.28 -2.12  0.143
C -2.53 -0.96 -2.99  -0.019
C -2.45 -2.30 -2.64  0.133
C -1.56 -2.39 -1.54  0.002
N -1.09 -1.14 -1.27  -0.006
C -1.24 -3.49 -0.75  0.031
C -0.53 -3.40 0.44  0.047
C -0.09 -4.53 1.21  -0.073
C 0.71 -4.06 2.19  0.047
C 0.79 -2.63 2.03  -0.111
N -0.01 -2.25 1.00  0.125
C -1.57 -4.83 -1.30  0.011
C -2.42 -5.72 -0.66  0.025
C -2.70 -6.96 -1.22  -0.003
C -2.11 -7.30 -2.43  0.008
Cl -2.46 -8.86 -3.14  0.001
C -1.25 -6.43 -3.08  -0.001
C -0.99 -5.19 -2.52  0.020
C -1.71 4.23 0.25  0.056
C -0.63 4.57 1.04  0.034
N 1.20 0.47 1.90  0.073
H 2.68 -3.98 6.77  0.000
H 1.14 -2.76 5.24  0.002
H 4.22 -2.54 2.29  -0.001
H 5.77 -3.74 3.82  0.001
H 3.64 -0.26 4.04  0.010
H 3.43 2.35 3.51  -0.009
H 0.65 4.39 4.20  0.000
H 1.87 6.33 5.17  0.000
H 4.67 6.16 1.95  0.000
H 3.46 4.22 1.00  0.001
H -4.62 2.72 0.33  0.001
H -6.44 4.08 -0.63  0.000
H -4.46 4.01 -4.42  0.000
H -2.70 2.62 -3.49  -0.001
H -3.13 -0.51 -3.77  0.002
H -2.98 -3.12 -3.09  -0.002
H -0.33 -5.56 0.99  -0.001
H 1.24 -4.63 2.94  0.010
H -2.87 -5.44 0.28  0.005
H -3.36 -7.65 -0.73  0.000
H -0.79 -6.72 -4.02  0.000
H -0.30 -4.49 -2.99  -0.004
H -2.47 4.90 -0.14  -0.003
H -0.34 5.56 1.37  -0.003
C 1.06 1.84 -1.75  0.004
N -0.02 1.04 -1.21  -0.001
C -1.31 1.14 -1.84  0.016
C -2.87 0.67 0.12  0.039
C -4.13 0.13 0.29  0.000
C -3.99 -0.92 1.23  -0.002
C -2.65 -0.97 1.55  0.006
N -1.95 -0.01 0.88  0.003
C 1.12 1.80 -3.26  -0.003
C 1.21 0.57 -3.92  0.001
C 1.13 0.52 -5.31  0.001
C 0.98 1.68 -6.05  0.000
C 0.90 2.91 -5.40  0.001
C 0.96 2.96 -4.01  0.002
H 2.00 1.47 -1.33  -0.002
H 0.92 2.88 -1.43  -0.005
H -1.27 1.75 -2.74  -0.017
H -5.04 0.43 -0.21  0.000
H -4.77 -1.57 1.62  0.000
H -2.16 -1.63 2.25  0.000
H 1.31 -0.35 -3.35  0.001
H 1.18 -0.44 -5.81  0.000
H 0.91 1.64 -7.13  0.000
H 0.78 3.82 -5.97  0.000
H 0.87 3.91 -3.50  -0.001
F 3.76 0.31 -1.35  0.000
Te 3.18 -1.72 -1.33  0.000
F 1.47 -2.34 -2.56  -0.001
F 2.48 -3.27 -0.42  -0.001
F 3.80 -1.40 0.47  0.002
F 4.88 -2.87 -1.26  0.000
O 1.57 -0.81 -0.48  0.007

(2)
The following is a quantum chemistry calculation of a structure of composition C56H40CsF3N3O6SbSi at a distorted geometry, from OMol25.

Output
Relative energy (zero: lowest compared OMol25 entry of this formula, charge and spin), kJ/mol: 0.0
HOMO level, eV: -0.61
Spin multiplicity: 1
DFT total energy, Ha: -3623.36945
Kohn-Sham gap, eV: 3.85
Total charge: -2

Each line ends with the Mulliken charge.
Atoms and positions in Å:
Cs 1.27 1.19 0.17  1.868
O 8.75 -0.99 0.79  -0.539
C 8.16 -0.90 2.03  0.702
O 8.91 -0.91 2.99  -0.665
C 6.72 -0.81 2.07  0.853
C 5.86 -0.90 0.94  -0.626
C 4.51 -0.80 1.04  -0.646
C 3.84 -0.60 2.31  0.311
C 4.72 -0.54 3.45  -0.571
C 6.08 -0.64 3.31  -1.006
N 2.52 -0.51 2.32  1.007
C 1.83 -0.38 3.52  -0.481
C 0.48 -0.16 3.58  -0.083
C -0.21 -0.08 4.86  -0.976
C -1.51 0.28 4.94  -0.784
C -2.26 0.57 3.76  -1.093
C -1.58 0.38 2.57  -1.658
N -0.31 -0.01 2.42  1.042
H 8.07 -0.93 0.12  0.281
H 6.26 -1.08 -0.06  0.056
H 3.88 -0.94 0.17  0.347
H 4.31 -0.41 4.44  0.254
H 6.71 -0.58 4.19  0.378
H 2.33 -0.50 4.47  0.010
H 0.37 -0.30 5.75  0.369
H -1.99 0.34 5.92  0.347
H -3.29 0.88 3.77  0.509
H -2.12 0.52 1.63  1.440
O -0.65 0.54 -8.01  -0.758
C -0.40 1.48 -7.23  0.362
O -0.25 2.70 -7.45  -0.688
C -0.28 1.07 -5.74  0.194
C -0.64 -0.18 -5.29  -1.066
C -0.63 -0.46 -3.93  -0.131
N -0.32 0.44 -3.00  -0.102
C 0.09 1.63 -3.45  0.786
C 0.15 1.99 -4.79  -0.684
C 0.44 2.64 -2.40  -0.749
O 1.42 3.33 -2.43  -0.616
O -0.42 2.64 -1.36  0.647
H -0.95 -0.93 -6.01  0.504
H -0.93 -1.44 -3.56  0.520
H 0.46 2.98 -5.10  0.633
F 2.67 -6.71 -3.39  -0.361
C 2.19 -5.78 -2.52  0.390
C 1.89 -6.17 -1.23  -0.756
C 1.40 -5.22 -0.35  0.032
C 1.21 -3.90 -0.75  -0.428
C 1.52 -3.55 -2.06  -0.603
C 2.01 -4.49 -2.96  -0.568
Sb 0.45 -2.32 0.53  -0.303
C 1.02 -3.29 2.34  0.663
C 2.38 -3.51 2.56  -0.563
C 2.84 -4.04 3.75  -0.688
C 1.92 -4.35 4.73  0.268
F 2.36 -4.86 5.91  -0.397
C 0.57 -4.14 4.56  -0.588
C 0.13 -3.61 3.36  -0.441
C -1.60 -3.00 0.48  0.195
C -2.05 -3.83 -0.55  -0.452
C -3.39 -4.20 -0.65  -0.905
C -4.27 -3.73 0.30  0.323
F -5.58 -4.08 0.21  -0.390
C -3.87 -2.91 1.33  -1.128
C -2.53 -2.54 1.41  0.567
H 2.05 -7.20 -0.93  0.435
H 1.17 -5.52 0.67  0.461
H 1.39 -2.53 -2.40  0.423
H 2.26 -4.22 -3.98  0.476
H 3.11 -3.23 1.80  0.627
H 3.90 -4.19 3.93  0.442
H -0.12 -4.38 5.36  0.422
H -0.93 -3.43 3.23  0.273
H -1.35 -4.21 -1.28  0.398
H -3.75 -4.84 -1.45  0.439
H -4.59 -2.56 2.06  0.483
H -2.23 -1.88 2.21  0.108
C -4.89 0.38 0.29  -0.368
C -5.03 1.71 0.69  -0.853
C -4.14 2.67 0.22  -0.357
C -3.09 2.32 -0.64  0.300
C -2.97 0.98 -1.03  0.295
C -3.86 0.02 -0.57  -0.723
Si -1.84 3.58 -1.17  -0.432
C -1.47 4.72 0.26  0.176
C -1.48 6.11 0.20  -0.311
C -1.16 6.88 1.31  -0.597
C -0.83 6.26 2.51  -0.585
C -0.83 4.87 2.59  -0.654
C -1.15 4.11 1.48  -0.417
C -2.09 4.32 -2.85  0.569
C -1.20 5.26 -3.38  -0.252
C -1.14 5.49 -4.75  -0.976
C -1.96 4.78 -5.61  -0.170
C -2.87 3.87 -5.11  -0.585
C -2.94 3.64 -3.74  -0.336
H -5.57 -0.37 0.66  0.399
H -5.82 1.99 1.37  0.404
H -4.24 3.69 0.56  0.403
H -2.15 0.68 -1.67  0.299
H -3.73 -1.02 -0.86  0.460
H -1.74 6.60 -0.74  0.434
H -1.17 7.96 1.25  0.408
H -0.58 6.85 3.38  0.372
H -0.59 4.37 3.53  0.536
H -1.18 3.03 1.58  0.482
H -0.50 5.77 -2.72  0.354
H -0.41 6.20 -5.14  0.361
H -1.84 4.88 -6.69  0.236
H -3.49 3.30 -5.78  0.414
H -3.62 2.89 -3.36  0.362

(3)
The following is a quantum chemistry calculation of a structure of composition C56H41AsF3O3P2RhS at a distorted geometry, from OMol25.

Output
Relative energy (zero: lowest compared OMol25 entry of this formula, charge and spin), kJ/mol: 0.0
HOMO level (alpha / beta), eV: -13.37 / -13.37
Spin multiplicity: 1
DFT total energy, Ha: -6110.66704
Kohn-Sham gap (alpha / beta), eV: 6.72 / 6.71
Total charge: +2

Each line ends with the Mulliken charge.
Atoms and positions in Å:
Rh -0.20 -0.30 0.71  -0.098
O -0.06 3.37 0.99  -0.917
S -0.19 2.20 0.09  2.124
C 1.09 2.24 -1.13  -0.287
C 1.16 3.32 -2.01  -0.398
C 2.22 3.40 -2.90  -1.032
C 3.20 2.41 -2.91  -0.989
C 3.11 1.34 -2.03  -0.319
C 2.06 1.25 -1.12  -0.614
P 2.03 -0.15 0.03  3.649
C 3.39 -0.01 1.19  0.215
C 4.48 0.79 0.89  -1.202
C 5.55 0.84 1.77  -0.841
C 5.53 0.12 2.95  -1.050
C 4.43 -0.68 3.26  -0.714
C 3.36 -0.75 2.37  0.892
C 2.53 -1.53 -1.04  0.555
C 3.48 -2.46 -0.61  -0.293
C 3.94 -3.43 -1.50  -0.707
C 3.47 -3.47 -2.80  -0.913
C 2.49 -2.57 -3.22  -0.948
C 2.01 -1.63 -2.33  -0.574
C -1.64 2.56 -0.86  -0.159
C -1.87 3.87 -1.26  -0.906
C -3.04 4.17 -1.94  -1.100
C -4.00 3.18 -2.16  -0.835
C -3.79 1.90 -1.68  -1.115
C -2.61 1.59 -1.01  0.343
P -2.37 0.03 -0.21  2.711
C -3.73 -0.98 -0.73  0.652
C -4.77 -1.34 0.12  -0.542
C -5.85 -2.05 -0.38  -0.931
C -5.89 -2.41 -1.72  -0.560
C -4.84 -2.06 -2.58  -0.896
C -3.76 -1.35 -2.08  -0.078
C -2.45 0.28 1.54  0.066
C -2.50 1.56 2.14  -1.261
C -2.54 1.66 3.51  -0.884
C -2.50 0.50 4.30  -0.788
C -2.44 -0.76 3.73  -1.044
C -2.42 -0.88 2.35  1.087
H 0.41 4.09 -2.02  0.305
H 2.29 4.24 -3.58  0.478
H 4.03 2.47 -3.60  0.484
H 3.87 0.57 -2.06  0.676
H 4.51 1.39 -0.01  0.450
H 6.41 1.46 1.53  0.448
H 6.36 0.18 3.64  0.437
H 4.40 -1.24 4.18  0.550
H 2.51 -1.36 2.61  -0.294
H 3.88 -2.43 0.40  0.497
H 4.70 -4.13 -1.17  0.497
H 3.86 -4.20 -3.50  0.451
H 2.11 -2.61 -4.23  0.501
H 1.25 -0.93 -2.67  0.617
H -1.17 4.65 -1.00  0.649
H -3.22 5.18 -2.29  0.468
H -4.92 3.41 -2.68  0.467
H -4.57 1.15 -1.79  0.548
H -4.76 -1.04 1.16  0.500
H -6.67 -2.31 0.28  0.490
H -6.73 -2.97 -2.11  0.449
H -4.88 -2.34 -3.63  0.478
H -2.95 -1.07 -2.75  0.495
H -2.53 2.46 1.54  0.448
H -2.59 2.63 3.97  0.493
H -2.51 0.60 5.38  0.441
H -2.43 -1.65 4.35  0.534
H -2.42 -1.85 1.89  0.107
C -4.00 -5.32 1.52  -0.781
C -3.04 -4.99 2.47  -0.989
C -1.95 -4.21 2.12  0.416
C -1.82 -3.76 0.80  0.308
C -2.77 -4.09 -0.15  -0.847
C -3.86 -4.88 0.21  -0.887
As -0.25 -2.77 0.28  2.227
C 0.36 -3.87 -1.16  -0.071
C -0.09 -3.89 -2.47  0.076
C 0.40 -4.87 -3.32  -0.762
C 1.32 -5.79 -2.84  -1.102
C 1.77 -5.74 -1.52  -0.322
C 1.29 -4.77 -0.66  -0.196
C 1.70 -4.59 0.78  -0.303
C 2.66 -5.31 1.46  -0.394
C 2.94 -5.01 2.79  -1.341
C 2.26 -3.99 3.45  -0.389
C 1.30 -3.26 2.77  -0.811
C 1.04 -3.57 1.45  0.605
H -4.85 -5.93 1.80  0.461
H -3.13 -5.36 3.49  0.496
H -1.20 -3.97 2.86  0.475
H -2.66 -3.77 -1.17  0.472
H -4.59 -5.16 -0.54  0.498
H -0.79 -3.15 -2.84  0.410
H 0.06 -4.92 -4.34  0.492
H 1.70 -6.57 -3.50  0.467
H 2.49 -6.47 -1.17  0.444
H 3.19 -6.12 0.97  0.474
H 3.69 -5.58 3.33  0.448
H 2.47 -3.78 4.50  0.540
H 0.75 -2.46 3.28  0.316
F 0.35 1.91 4.96  -0.246
C 1.38 1.19 4.47  0.266
F 2.50 1.83 4.73  -0.225
F 1.40 0.00 5.09  -0.247
C 1.21 1.00 2.95  -0.061
O 1.85 1.71 2.21  -0.373
O 0.37 0.04 2.65  0.488

(4)
The following is a quantum chemistry calculation of a structure of composition C56H41ClCrF5N6O2PS, from OMol25.

Output
Relative energy (zero: lowest compared OMol25 entry of this formula, charge and spin), kJ/mol: 77.6
HOMO level (alpha / beta), eV: -9.24 / -9.24
Spin multiplicity: 4
DFT total energy, Ha: -5381.09928
⟨S²⟩: 3.78
Kohn-Sham gap (alpha / beta), eV: 5.45 / 6.29
Total charge: +1

Each line ends with the Mulliken spin population.
Atoms and positions in Å:
Cr 0.75 -0.84 1.11  3.125
C -2.80 3.01 -0.05  0.000
N -2.25 1.83 0.62  0.003
C -1.14 1.21 0.24  0.047
N -1.00 0.08 0.93  -0.010
C -2.12 -0.05 1.75  -0.003
C -2.91 1.04 1.56  -0.014
C -4.15 1.44 2.24  0.002
C -5.22 0.55 2.31  0.000
C -6.36 0.89 3.02  0.000
C -6.45 2.13 3.64  0.000
C -5.39 3.02 3.56  0.000
C -4.25 2.68 2.86  0.001
C -2.33 -1.25 2.57  -0.021
C -2.22 -2.50 1.96  0.003
C -2.35 -3.66 2.71  0.002
C -2.62 -3.58 4.07  0.002
C -2.77 -2.34 4.67  0.000
C -2.62 -1.18 3.93  0.001
P 0.12 1.97 -0.84  -0.010
C 0.90 0.47 -1.52  0.046
N 1.00 -0.66 -0.85  -0.029
C 1.61 -1.60 -1.67  0.013
C 1.93 -0.97 -2.85  -0.011
N 1.48 0.34 -2.72  0.002
C 1.47 1.35 -3.76  -0.002
C 2.77 -1.39 -3.98  0.001
C 4.11 -1.72 -3.75  0.000
C 4.95 -2.01 -4.80  0.000
C 4.47 -1.98 -6.11  0.000
C 3.14 -1.67 -6.35  0.000
C 2.29 -1.37 -5.29  0.000
C 1.54 -3.02 -1.31  -0.044
C 2.35 -4.01 -1.85  0.000
C 2.18 -5.33 -1.48  0.000
C 1.19 -5.70 -0.58  0.000
C 0.35 -4.73 -0.05  0.027
C 0.52 -3.41 -0.43  0.066
C 1.33 2.02 0.59  0.053
N 1.56 1.01 1.43  -0.243
C 2.34 1.49 2.47  0.059
C 2.54 2.83 2.26  -0.004
N 1.90 3.13 1.07  0.009
C 1.95 4.41 0.36  0.000
C 3.32 3.79 3.06  -0.001
C 4.60 3.46 3.50  0.000
C 5.34 4.37 4.24  0.000
C 4.81 5.62 4.54  0.000
C 3.53 5.95 4.12  0.000
C 2.79 5.04 3.39  0.001
C 2.80 0.71 3.64  0.006
C 2.32 1.04 4.91  -0.002
C 2.75 0.32 6.02  0.000
C 3.65 -0.73 5.86  0.001
C 4.14 -1.04 4.60  -0.002
C 3.72 -0.32 3.49  0.007
H -2.57 2.93 -1.11  0.000
H -2.38 3.93 0.36  0.000
H -3.88 3.02 0.08  0.000
H -5.15 -0.41 1.81  0.000
H -7.19 0.20 3.07  0.000
H -7.35 2.40 4.19  0.000
H -5.46 3.99 4.05  0.000
H -3.42 3.38 2.82  0.000
H -2.08 -2.56 0.88  0.005
H -2.28 -4.63 2.23  0.000
H -2.73 -4.48 4.65  0.000
H -2.99 -2.27 5.73  0.000
H -2.72 -0.21 4.40  0.000
H 0.63 1.18 -4.43  0.001
H 2.40 1.31 -4.32  0.000
H 1.37 2.34 -3.31  0.000
H 4.48 -1.74 -2.73  0.000
H 5.99 -2.26 -4.61  0.000
H 5.14 -2.20 -6.93  0.000
H 2.77 -1.66 -7.36  0.000
H 1.25 -1.15 -5.48  0.000
H 3.13 -3.75 -2.55  0.000
H 2.83 -6.09 -1.91  0.000
H 1.06 -6.74 -0.30  0.000
H -0.46 -5.00 0.61  0.000
H -0.22 -2.68 -0.10  -0.083
H 2.89 4.91 0.61  0.000
H 1.12 5.06 0.65  0.000
H 1.91 4.24 -0.70  0.000
H 5.02 2.50 3.25  0.000
H 6.34 4.11 4.57  0.000
H 5.39 6.33 5.12  0.000
H 3.11 6.92 4.36  0.000
H 1.77 5.29 3.09  0.000
H 1.61 1.85 5.02  0.000
H 2.39 0.58 7.00  0.000
H 3.98 -1.29 6.73  0.000
H 4.85 -1.85 4.48  0.000
H 4.12 -0.55 2.51  -0.003
F -5.70 2.97 -6.07  0.000
C -4.81 2.43 -5.25  0.000
C -5.15 2.17 -3.93  0.000
F -6.37 2.47 -3.49  0.000
C -4.21 1.60 -3.09  0.000
F -4.59 1.38 -1.82  0.000
C -2.93 1.26 -3.50  0.001
S -1.80 0.46 -2.43  0.004
C -2.63 1.56 -4.83  0.000
F -1.41 1.29 -5.32  0.000
C -3.54 2.13 -5.69  0.000
F -3.21 2.40 -6.96  0.000
Cl 1.26 -3.45 5.22  0.000
C 1.78 -3.62 3.53  0.004
C 1.57 -2.38 2.72  0.017
O 2.23 -2.20 1.65  -0.013
O 0.69 -1.52 3.02  -0.012
H 1.19 -4.42 3.07  0.001
H 2.82 -3.90 3.51  0.000